Entry 1:
ORCA calculation (ωB97M-V/def2-TZVPD) on a cluster of 11 separate species, C77H177N11O15 in total.

XYZ file:
```
280
Properties=species:S:1:pos:R:3:mulliken_charge:R:1
C -3.269 -0.188 -3.176 -0.61
C -2.650 0.367 -4.420 2.14
C -1.098 0.418 -4.159 -1.29
C -3.018 -0.543 -5.618 -0.73
C -2.661 -0.002 -6.969 -0.97
C -3.335 1.405 -7.068 -1.65
C -2.961 2.388 -5.953 1.71
C -1.539 2.947 -6.138 -1.45
C -3.969 3.489 -6.026 -1.79
N -3.229 1.673 -4.679 0.66
O -2.791 2.638 -3.651 -0.10
H -3.065 -1.259 -3.042 0.19
H -2.849 0.339 -2.303 -0.84
H -4.355 0.015 -3.194 0.41
H -0.768 -0.547 -3.742 0.51
H -0.635 0.654 -5.116 0.55
H -0.853 1.203 -3.417 -0.37
H -2.476 -1.433 -5.458 -0.38
H -4.125 -0.711 -5.625 0.43
H -1.608 -0.006 -7.201 0.36
H -3.162 -0.485 -7.750 0.59
H -4.386 1.278 -6.943 0.46
H -3.125 2.002 -7.979 0.42
H -1.461 3.787 -6.830 0.46
H -0.781 2.141 -6.442 0.23
H -1.280 3.476 -5.181 0.22
H -3.854 4.330 -5.302 0.18
H -4.932 2.974 -5.886 0.37
H -3.845 3.900 -7.029 0.57
H -3.545 2.605 -3.049 -0.27
C 4.102 1.412 -0.361 0.59
C 4.945 0.082 0.090 2.10
C 3.886 -1.013 0.042 -2.54
C 6.127 -0.226 -0.805 -1.46
C 7.444 0.552 -0.590 0.01
C 7.854 0.508 0.847 -1.22
C 6.722 1.035 1.775 1.28
C 7.109 0.774 3.268 -1.92
C 6.237 2.487 1.683 -0.15
N 5.625 0.091 1.440 0.14
O 4.589 0.256 2.420 0.63
H 3.816 1.893 0.600 -0.47
H 4.547 2.122 -1.041 -1.27
H 3.152 1.094 -0.856 0.49
H 3.232 -0.934 0.905 0.23
H 3.298 -0.973 -0.833 0.82
H 4.398 -1.974 0.211 0.39
H 6.221 -1.295 -0.751 0.37
H 5.827 -0.097 -1.836 0.38
H 8.166 0.122 -1.314 0.46
H 7.214 1.576 -0.858 -0.31
H 8.776 0.996 1.174 0.41
H 7.957 -0.546 1.140 0.33
H 7.976 1.440 3.493 0.49
H 7.481 -0.214 3.516 0.43
H 6.272 1.086 3.940 0.09
H 6.961 3.173 2.063 1.03
H 5.296 2.628 2.206 -0.60
H 6.089 2.872 0.681 -0.48
H 4.314 -0.647 2.735 -0.25
C -5.459 -6.689 -0.176 -1.82
C -6.482 -5.712 0.345 1.93
C -7.930 -6.209 0.191 -1.92
C -6.237 -5.492 1.866 -2.01
C -5.100 -4.561 2.158 0.09
C -5.191 -3.259 1.381 -0.40
C -5.430 -3.380 -0.176 1.69
C -5.877 -1.980 -0.703 -1.36
C -4.139 -3.758 -0.903 -1.18
N -6.433 -4.405 -0.375 0.18
O -6.522 -4.764 -1.807 -0.54
H -4.532 -6.497 0.326 0.36
H -5.526 -7.754 0.161 0.39
H -5.444 -6.687 -1.250 0.31
H -8.204 -6.395 -0.900 0.39
H -8.064 -7.121 0.725 0.43
H -8.643 -5.469 0.541 0.44
H -7.133 -5.034 2.332 0.42
H -6.164 -6.404 2.467 0.49
H -5.055 -4.415 3.241 0.54
H -4.197 -5.101 1.837 -0.31
H -4.239 -2.747 1.482 -0.92
H -5.983 -2.695 1.804 0.89
H -5.926 -1.919 -1.814 0.43
H -5.027 -1.308 -0.475 -0.33
H -6.864 -1.774 -0.283 0.71
H -3.725 -4.666 -0.380 0.08
H -3.490 -2.924 -0.787 0.07
H -4.416 -3.785 -2.009 0.58
H -7.496 -4.839 -2.006 0.37
C -7.725 4.529 -4.170 -1.87
C -7.058 4.823 -2.862 1.81
C -5.721 5.525 -3.189 -1.16
C -7.877 5.741 -1.917 -1.40
C -7.219 5.650 -0.522 -0.60
C -7.320 4.292 0.046 -1.30
C -6.644 3.230 -0.880 2.33
C -5.130 3.345 -0.798 -0.55
C -7.028 1.814 -0.409 -1.98
N -7.077 3.386 -2.245 -0.31
O -6.174 2.650 -3.037 0.05
H -8.661 3.942 -4.024 0.39
H -8.088 5.531 -4.542 0.49
H -7.069 4.148 -4.925 0.26
H -5.015 4.799 -3.598 -0.23
H -5.997 6.214 -4.024 0.54
H -5.248 6.009 -2.307 0.29
H -7.878 6.779 -2.315 0.41
H -8.937 5.507 -1.851 0.39
H -6.213 5.932 -0.546 0.38
H -7.773 6.423 0.128 0.31
H -8.367 3.982 0.018 0.44
H -6.938 4.217 1.040 0.36
H -4.726 4.307 -1.107 0.23
H -4.629 2.615 -1.431 -0.49
H -4.794 3.124 0.206 -0.03
H -6.351 1.021 -0.803 0.14
H -8.105 1.577 -0.621 0.46
H -7.021 1.706 0.699 0.38
H -6.804 2.110 -3.543 0.29
C 0.474 2.512 1.375 -1.67
C -0.521 1.500 0.886 3.03
C -1.573 2.246 -0.021 -0.29
C 0.208 0.432 0.021 -0.59
C -0.663 -0.793 -0.276 -0.03
C -1.296 -1.375 0.933 -0.37
C -2.026 -0.310 1.835 2.85
C -3.375 0.098 1.352 0.12
C -2.223 -0.914 3.239 -1.87
N -1.025 0.758 2.044 0.77
O -1.618 1.776 2.841 -0.21
H 0.004 3.445 1.728 0.25
H 0.974 2.034 2.246 -0.51
H 1.217 2.620 0.640 0.46
H -1.045 2.728 -0.819 0.08
H -2.302 1.574 -0.413 -0.51
H -1.998 3.054 0.605 -0.25
H 0.486 0.880 -0.901 0.68
H 1.192 0.169 0.513 -1.31
H -1.495 -0.400 -0.899 -0.99
H -0.014 -1.419 -0.842 1.37
H -0.483 -1.724 1.544 -0.21
H -2.093 -2.075 0.810 -0.45
H -3.644 1.159 1.541 -0.89
H -4.223 -0.531 1.750 0.64
H -3.406 0.007 0.274 -1.05
H -2.694 -1.875 3.128 0.02
H -2.820 -0.289 3.907 0.39
H -1.282 -1.107 3.702 0.21
H -0.940 1.865 3.532 0.05
C 1.287 -4.635 6.992 -0.51
O 0.236 -4.168 6.236 -0.34
C 0.037 -5.031 5.129 -0.83
C -1.121 -4.441 4.328 2.59
C -2.396 -4.287 5.113 -1.33
N -1.304 -5.156 3.047 -0.70
H 2.239 -4.554 6.442 0.05
H 1.104 -5.744 7.124 0.34
H 1.280 -4.091 7.926 0.24
H 0.943 -5.146 4.451 0.15
H -0.302 -6.036 5.566 0.54
H -0.719 -3.441 4.008 -1.56
H -2.223 -3.729 6.065 0.34
H -2.804 -5.297 5.342 0.40
H -3.112 -3.866 4.449 0.19
H -1.551 -4.534 2.281 0.19
H -2.080 -5.805 3.159 0.31
C 3.642 4.852 2.103 -0.11
O 4.500 5.463 3.075 -0.50
C 4.748 4.582 4.177 0.87
C 4.966 5.457 5.470 0.13
C 6.250 6.253 5.252 -1.49
N 4.906 4.599 6.647 -0.44
H 3.430 5.706 1.442 0.41
H 2.803 4.461 2.618 0.04
H 4.145 4.044 1.509 -0.03
H 3.865 3.949 4.289 -0.49
H 5.599 3.999 3.958 -0.07
H 4.114 6.164 5.564 0.38
H 7.139 5.546 5.367 0.27
H 6.382 7.082 5.928 0.41
H 6.294 6.760 4.290 0.30
H 4.235 4.887 7.349 0.22
H 5.740 4.250 7.051 0.16
C 4.895 -8.246 2.963 -0.80
O 5.116 -6.931 3.471 -0.33
C 5.557 -5.982 2.496 -0.58
C 6.171 -4.801 3.205 -0.54
N 5.618 -4.346 4.496 -0.12
C 5.127 -3.028 4.492 -1.07
C 3.787 -2.942 3.850 0.66
O 3.163 -1.677 4.044 -0.22
C 1.837 -1.629 3.603 0.42
H 5.796 -8.720 2.542 0.30
H 4.205 -8.231 2.116 0.32
H 4.536 -8.802 3.813 0.25
H 4.645 -5.671 1.961 0.28
H 6.239 -6.359 1.757 0.46
H 6.219 -3.947 2.620 0.24
H 7.218 -5.095 3.269 0.35
H 5.095 -5.031 5.046 0.31
H 5.876 -2.322 4.119 0.28
H 5.003 -2.736 5.603 0.21
H 3.128 -3.724 4.255 -0.02
H 3.958 -3.060 2.762 -0.10
H 1.682 -1.915 2.550 0.15
H 1.458 -0.600 3.790 -0.47
H 1.213 -2.389 4.140 -0.13
C 5.397 -7.840 -6.643 -0.71
O 4.512 -7.804 -5.529 -0.33
C 3.235 -7.228 -5.961 -0.43
C 2.355 -7.101 -4.709 -0.68
N 1.020 -6.519 -5.061 -0.30
C 0.951 -5.105 -5.471 -0.65
C -0.472 -4.676 -5.382 -0.29
O -0.926 -4.773 -4.027 -0.37
C -2.338 -4.497 -3.874 -0.36
H 5.718 -6.843 -7.049 0.26
H 4.940 -8.365 -7.467 0.30
H 6.317 -8.307 -6.360 0.28
H 2.745 -7.911 -6.675 0.32
H 3.432 -6.254 -6.304 0.36
H 2.910 -6.435 -4.010 0.28
H 2.304 -8.065 -4.197 0.39
H 0.309 -6.658 -4.345 0.24
H 1.273 -5.012 -6.507 0.32
H 1.609 -4.423 -4.898 0.31
H -1.015 -5.401 -5.967 0.36
H -0.566 -3.621 -5.787 0.18
H -2.515 -3.860 -3.011 -0.15
H -2.878 -5.472 -3.836 0.34
H -2.716 -3.969 -4.749 0.29
C 0.589 4.035 -2.633 -0.37
O 1.690 3.418 -3.219 0.04
C 2.825 4.200 -3.263 -0.64
C 3.902 3.395 -4.095 -0.48
N 5.205 4.039 -3.929 -0.28
C 6.100 3.541 -2.901 0.04
C 7.534 3.998 -3.131 -0.68
O 7.874 3.708 -4.460 -0.39
C 8.980 4.435 -5.026 -0.71
H 0.291 4.998 -3.042 0.51
H 0.761 4.326 -1.612 0.37
H -0.218 3.334 -2.746 -0.52
H 3.161 4.616 -2.287 0.19
H 2.586 5.120 -3.845 0.37
H 3.531 3.418 -5.135 0.44
H 3.946 2.332 -3.732 0.12
H 5.777 3.990 -4.758 0.31
H 6.077 2.472 -2.774 0.07
H 5.770 3.883 -1.892 0.01
H 8.287 3.536 -2.434 0.35
H 7.709 5.100 -2.840 0.37
H 9.780 4.312 -4.240 0.27
H 8.602 5.493 -5.058 0.30
H 9.105 3.989 -5.978 0.25
C -4.185 3.857 3.158 -0.51
O -3.399 4.735 3.979 -0.50
C -2.078 4.913 3.302 -0.06
C -1.073 5.305 4.369 -0.96
N -0.733 4.246 5.280 0.15
C 0.562 4.392 5.966 -1.14
C 1.310 3.089 6.020 -0.76
O 1.555 2.561 4.744 0.39
C 2.487 1.481 4.831 -0.07
H -5.086 3.663 3.732 0.53
H -3.644 2.947 2.902 -0.03
H -4.432 4.271 2.229 0.35
H -2.086 5.818 2.711 0.35
H -1.749 4.070 2.702 0.00
H -1.466 6.252 4.899 0.30
H -0.208 5.635 3.832 0.48
H -1.428 4.008 5.983 0.27
H 0.384 4.693 7.023 0.33
H 1.270 5.076 5.558 0.43
H 0.904 2.298 6.657 0.45
H 2.253 3.293 6.508 0.37
H 2.678 1.047 3.865 -0.86
H 2.140 0.722 5.551 0.38
H 3.455 1.805 5.142 0.44
```

Computed properties:
- gap between HOMO and LUMO (eV) = 8.79
- HOMO (eV) = -8.31
- E_LUMO (eV) = 0.48
- charge = 0


Entry 2:
ORCA calculation (ωB97M-V/def2-TZVPD) on a structure of composition C50H51N7O2PSSbSe4Ti.

XYZ file:
```
118
Properties=species:S:1:pos:R:3:lowdin_spin:R:1
Ti 0.501 -0.569 0.274 0.97
C -2.864 -5.824 -2.072 0.00
C -1.702 -5.891 -1.060 0.00
N -1.644 -4.790 -0.100 0.00
C -2.334 -4.962 1.186 0.00
C -1.394 -5.296 2.329 0.00
C -1.004 -3.632 -0.291 0.00
S -1.052 -2.352 0.886 0.00
N -0.349 -3.597 -1.473 0.00
C 0.259 -2.519 -1.949 0.00
O 0.252 -1.300 -1.579 0.02
C 1.131 -2.741 -3.136 0.00
C 0.726 -3.660 -4.122 0.00
C 1.420 -3.754 -5.339 0.00
C 2.520 -2.891 -5.520 0.00
C 2.957 -2.048 -4.500 0.00
C 2.266 -1.969 -3.311 0.00
H -2.913 -6.695 -2.794 0.00
H -2.935 -4.880 -2.631 0.00
H -3.879 -5.934 -1.649 0.00
H -0.797 -5.901 -1.617 0.00
H -1.810 -6.788 -0.401 0.00
H -3.053 -5.749 1.119 0.00
H -2.919 -4.097 1.454 0.00
H -1.018 -6.323 2.167 0.00
H -1.949 -5.327 3.265 0.00
H -0.627 -4.641 2.364 0.00
H -0.097 -4.248 -3.957 0.00
H 1.146 -4.402 -6.163 0.00
H 3.087 -3.017 -6.452 0.00
H 3.920 -1.587 -4.669 0.00
H 2.627 -1.251 -2.521 0.00
C -4.501 0.839 -1.311 0.00
C -3.262 0.347 -2.076 0.00
C -3.134 -1.172 -2.083 0.00
C -1.905 1.012 -1.682 0.00
C -1.901 2.524 -1.738 0.00
O -2.382 2.844 -0.367 0.00
C -1.972 1.804 0.391 0.00
N -1.552 0.742 -0.209 0.00
C -2.295 1.964 1.836 0.00
C -3.433 2.693 2.110 0.00
C -3.946 2.845 3.380 0.00
C -3.157 2.339 4.453 0.00
C -2.050 1.596 4.154 0.00
C -1.608 1.319 2.879 0.00
P -0.058 0.337 2.729 0.01
C -0.288 -1.069 3.919 0.00
C -1.591 -1.545 4.200 0.00
C -1.817 -2.591 5.053 0.00
C -0.710 -3.338 5.509 0.00
C 0.573 -2.932 5.180 0.00
C 0.799 -1.739 4.467 0.00
C 1.230 1.259 3.696 0.00
C 1.314 1.355 5.082 0.00
C 2.318 2.085 5.636 0.00
C 3.206 2.787 4.866 0.02
C 3.259 2.596 3.534 0.03
C 2.326 1.815 2.939 0.02
H -5.409 0.399 -1.873 0.00
H -4.503 1.882 -1.359 0.00
H -4.450 0.525 -0.242 0.00
H -3.360 0.715 -3.091 0.00
H -2.883 -1.537 -1.081 0.00
H -2.399 -1.538 -2.782 0.00
H -4.110 -1.643 -2.405 0.00
H -1.052 0.607 -2.294 0.00
H -2.674 2.976 -2.341 0.00
H -0.927 3.013 -1.765 0.00
H -3.980 3.204 1.355 0.00
H -4.794 3.485 3.543 0.00
H -3.428 2.492 5.470 0.00
H -1.434 1.282 4.967 0.00
H -2.475 -1.079 3.834 0.00
H -2.834 -2.730 5.474 0.00
H -0.847 -4.270 6.102 0.00
H 1.377 -3.504 5.592 0.00
H 1.823 -1.451 4.253 0.00
H 0.605 0.801 5.669 0.00
H 2.377 2.120 6.681 0.00
H 3.840 3.458 5.390 0.00
H 4.048 3.025 2.916 0.00
H 2.475 1.667 1.856 0.00
Se 6.427 -2.290 1.041 0.32
Sb 4.558 -0.706 1.082 -0.01
Se 5.130 -0.025 3.399 0.63
Se 4.555 1.163 -0.321 0.00
Se 2.381 -2.046 1.081 -0.03
C 3.864 -5.071 1.589 0.00
C 2.454 -5.576 1.457 0.00
N 1.418 -6.113 1.356 0.00
H 4.059 -4.359 0.776 0.00
H 4.497 -5.914 1.621 0.00
H 3.903 -4.528 2.491 0.00
N 1.428 6.283 -2.326 0.00
C 1.217 7.180 -3.367 0.00
C 1.150 8.594 -3.469 0.00
C 0.903 9.134 -4.716 0.00
C 0.851 8.301 -5.881 0.00
C 0.873 6.886 -5.779 0.00
C 1.122 6.335 -4.502 0.00
N 1.388 4.977 -4.162 0.00
C 1.580 5.048 -2.888 0.00
C 1.563 3.837 -2.069 0.00
C 1.249 3.783 -0.671 0.00
C 1.062 2.492 -0.172 0.01
N 1.191 1.384 -0.889 0.01
C 1.634 1.461 -2.131 0.00
C 1.807 2.657 -2.768 0.00
H 1.577 6.478 -1.353 0.00
H 1.247 9.214 -2.581 0.00
H 0.887 10.209 -4.807 0.00
H 0.678 8.717 -6.841 0.00
H 0.854 6.308 -6.663 0.00
H 1.055 4.695 -0.142 0.00
H 0.593 2.324 0.781 0.00
H 1.717 0.467 -2.556 0.00
H 2.209 2.717 -3.773 0.00
```

Computed properties:
- relative energy (zero: lowest compared OMol25 entry of this formula, charge and spin) (eV) = 0.000
- gap between HOMO and LUMO (spin up / spin down) (eV) = 6.14 / 5.86
- HOMO (spin up / spin down) (eV) = -7.05 / -6.84
- E_LUMO (spin up / spin down) (eV) = -0.91 / -0.98
- expectation value of S² = 2.017
- charge = 0
- 2S+1 = 3


Entry 3:
ORCA calculation (ωB97M-V/def2-TZVPD) on the molecule C11H10NO5P.

XYZ file:
```
28
Properties=species:S:1:pos:R:3:nbo_charge:R:1
N 3.112 -3.364 0.969 -0.79
C 2.580 -2.149 0.319 0.13
C 1.657 -2.364 -0.759 -0.35
C 1.030 -1.064 -1.481 0.54
O 0.847 -1.015 -2.720 -0.52
C 0.717 0.159 -0.471 -0.09
C -0.546 1.077 -0.647 0.00
C -1.621 0.810 -1.824 -0.78
P -3.331 0.642 -0.976 2.20
O -4.346 0.007 -1.962 -1.06
O -3.878 2.103 -0.291 -0.96
O -3.090 -0.502 0.297 -0.97
C -0.706 2.246 0.394 -0.22
C 0.311 2.488 1.556 -0.20
C 1.528 1.550 1.728 -0.19
C 1.735 0.395 0.708 -0.11
C 2.960 -0.652 0.798 0.53
O 4.116 -0.348 1.165 -0.48
H 3.026 -3.260 1.991 0.38
H 2.540 -4.156 0.633 0.38
H 1.323 -3.388 -1.123 0.24
H -1.612 1.620 -2.628 0.29
H -1.455 -0.218 -2.322 0.30
H -3.806 1.978 0.691 0.50
H -3.971 -0.622 0.728 0.50
H -1.579 2.983 0.342 0.24
H 0.194 3.344 2.302 0.24
H 2.263 1.700 2.584 0.25
```

Computed properties:
- relative energy (zero: lowest compared OMol25 entry of this formula, charge and spin) (eV) = 5.538
- gap between HOMO and LUMO (eV) = 7.83
- HOMO (eV) = -9.18
- E_LUMO (eV) = -1.35
- charge = 0


Sequential max |F| output: 3.66 3.92 4.55 eV/Å